(1)
This record from the OMol25 dataset describes a cluster of 2 separate species, C17H15NO2S in total. The level of theory is ωB97M-V with the def2-TZVPD basis set.

Last column: natural (NBO) charge in e.
Atoms and positions in Å:
C1 5.712 2.180 -0.207  -0.261
O1 5.348 0.787 -0.081  -0.467
C2 4.056 0.406 -0.245  0.415
C3 3.754 -0.957 0.035  -0.281
C4 2.454 -1.374 0.094  -0.062
C5 1.366 -0.487 -0.184  -0.221
C6 0.046 -0.962 -0.018  0.135
C7 -1.143 -0.199 0.029  -0.188
C8 -2.378 -0.879 -0.216  -0.071
C9 -3.569 -0.184 -0.195  -0.128
C10 -3.555 1.220 0.035  0.475
O2 -4.774 1.816 -0.054  -0.473
C11 -5.753 0.753 -0.366  -0.066
C12 -4.997 -0.581 -0.417  -0.460
C13 -2.367 1.914 0.315  -0.316
C14 -1.194 1.199 0.355  -0.102
C15 1.701 0.824 -0.638  -0.030
C16 3.005 1.285 -0.627  -0.359
H1 6.789 2.196 -0.025  0.216
H2 5.495 2.551 -1.215  0.187
H3 5.196 2.791 0.546  0.191
H4 4.586 -1.630 0.241  0.249
H5 2.216 -2.397 0.382  0.276
H6 -0.074 -2.037 0.128  0.284
H7 -2.367 -1.951 -0.430  0.242
H8 -6.523 0.784 0.414  0.202
H9 -6.224 1.013 -1.323  0.197
H10 -5.147 -1.080 -1.379  0.236
H11 -5.367 -1.259 0.361  0.240
H12 -2.421 2.986 0.493  0.239
H13 -0.274 1.706 0.635  0.228
H14 0.910 1.480 -0.996  0.212
H15 3.226 2.322 -0.894  0.232
N1 0.297 -3.496 1.910  -0.694
C17 0.710 -4.615 1.824  0.070
S1 1.261 -6.127 1.715  -0.347

Its molecular weight is 297.379 g mol⁻¹. Its energy relative to the best compared isomer or geometry (same formula, charge and spin) is 371.31 kJ/mol. Its frontier orbital gap is 3.6782 eV.


(2)
This record from the OMol25 dataset describes a cluster of 2 separate species, CH8N2 in total. The level of theory is ωB97M-V with the def2-TZVPD basis set.

Last column: natural (NBO) charge in e.
Atoms and positions in Å:
C1 -0.102 0.257 1.154  -0.416
N1 -1.563 0.244 1.291  -0.848
H1 0.328 -0.260 2.008  0.187
H2 0.293 1.272 1.029  0.160
H3 0.157 -0.262 0.231  0.205
H4 -1.859 0.428 2.235  0.353
H5 -1.998 0.853 0.617  0.356
N2 0.935 -0.532 -2.051  -1.072
H6 1.049 -0.387 -3.047  0.359
H7 1.026 -1.525 -1.868  0.359
H8 1.735 -0.087 -1.601  0.356

Its molecular weight is 48.089 g mol⁻¹. Its energy relative to the best compared isomer or geometry (same formula, charge and spin) is 6.38 kJ/mol. Its frontier orbital gap is 9.8915 eV.


(3)
This record from the OMol25 dataset describes a cluster of 2 separate species, C4H12NP in total. The level of theory is ωB97M-V with the def2-TZVPD basis set.

Last column: natural (NBO) charge in e.
Atoms and positions in Å:
C1 -2.417 -2.125 -0.282  -0.420
N1 -1.613 -0.862 0.112  -1.045
P1 -1.886 0.658 -0.295  1.094
H1 -1.790 -2.928 0.135  0.206
H2 -3.335 -2.099 0.357  0.177
H3 -2.701 -2.214 -1.320  0.184
H4 -3.032 1.356 0.247  -0.097
H5 -1.866 1.330 -1.478  -0.083
H6 -0.850 1.160 0.451  -0.019
C2 1.534 1.702 0.754  -0.444
C3 1.619 0.526 0.143  -0.173
C4 2.825 0.016 -0.544  -0.658
H7 0.726 1.725 1.482  0.209
H8 2.325 2.357 0.512  0.199
H9 0.830 -0.223 0.437  0.220
H10 3.146 -0.999 -0.172  0.225
H11 3.694 0.653 -0.357  0.206
H12 2.708 -0.018 -1.633  0.218

Its molecular weight is 105.121 g mol⁻¹. Its energy relative to the best compared isomer or geometry (same formula, charge and spin) is 384.43 kJ/mol. Its frontier orbital gap is 9.4235 eV.


(4)
This record from the OMol25 dataset describes a structure of composition C25H40Cl19F3NNbOP. The level of theory is ωB97M-V with the def2-TZVPD basis set.

Last column: Mulliken charge in e.
Atoms and positions in Å:
C1 0.806 0.036 0.872  -0.014
C2 1.417 1.199 0.697  -0.135
Nb1 2.613 1.743 -1.079  -1.093
C3 0.986 1.345 -2.569  -1.400
C4 0.610 -0.128 -2.713  2.828
C5 1.283 -0.803 -3.921  -0.797
C6 0.395 -1.881 -4.535  -1.040
C7 -0.124 -2.917 -3.526  -1.030
C8 -1.496 -2.635 -2.883  -0.284
C9 -1.399 -2.779 -1.367  0.217
C10 -2.745 -3.114 -0.734  -1.160
C11 -2.815 -2.721 0.732  -1.014
C12 -3.561 -1.428 0.995  -0.782
C13 -3.122 -0.284 0.069  0.890
C14 -4.263 0.303 -0.742  -1.030
N1 -3.776 0.872 -1.998  0.384
C15 -2.687 1.654 -2.148  -0.929
C16 -2.573 1.931 -3.453  -0.344
C17 -3.615 1.325 -4.114  -0.921
C18 -4.344 0.672 -3.202  -0.425
P1 1.772 4.233 -1.018  0.266
O1 1.153 4.522 -2.544  -0.534
Cl1 0.103 4.427 0.215  -0.291
C19 4.318 2.369 0.421  0.366
F1 4.819 1.398 1.202  -0.259
F2 5.408 3.023 -0.075  -0.255
F3 3.826 3.281 1.332  -0.248
H1 -0.272 -0.002 0.932  -0.099
H2 1.389 -0.856 0.987  -0.056
H3 1.334 1.989 1.430  0.663
H4 3.830 2.126 -2.375  0.277
H5 3.185 0.000 -1.070  0.030
H6 1.242 1.799 -3.518  0.506
H7 0.130 1.902 -2.209  0.149
H8 -0.446 -0.155 -2.937  -1.113
H9 0.762 -0.688 -1.803  -0.537
H10 1.438 -0.003 -4.622  0.342
H11 2.222 -1.243 -3.615  0.233
H12 1.025 -2.431 -5.227  0.420
H13 -0.383 -1.429 -5.135  0.354
H14 0.618 -3.002 -2.747  0.342
H15 -0.183 -3.867 -4.041  0.541
H16 -2.189 -3.400 -3.209  0.688
H17 -1.865 -1.656 -3.135  -0.103
H18 -0.712 -3.577 -1.137  0.807
H19 -1.012 -1.865 -0.947  -0.674
H20 -3.511 -2.631 -1.332  0.413
H21 -2.880 -4.182 -0.834  0.601
H22 -3.347 -3.505 1.255  0.450
H23 -1.837 -2.694 1.188  0.305
H24 -3.340 -1.134 2.007  0.033
H25 -4.625 -1.586 0.879  0.516
H26 -2.374 -0.642 -0.618  -0.931
H27 -2.661 0.521 0.615  0.851
H28 -4.951 -0.486 -0.979  0.639
H29 -4.754 1.081 -0.181  -0.001
H30 -2.067 1.927 -1.327  0.769
H31 -1.786 2.519 -3.872  0.591
H32 -3.796 1.350 -5.165  0.446
H33 -5.223 0.091 -3.351  0.411
H34 1.826 4.355 -3.208  0.284
C20 3.000 -3.489 2.017  0.086
Cl2 1.429 -3.473 2.833  -0.146
Cl3 2.859 -2.867 0.380  -0.065
Cl4 4.183 -2.561 2.934  -0.120
H35 3.339 -4.513 1.965  0.196
C21 -4.391 1.086 4.635  -0.023
Cl5 -4.165 1.692 2.996  -0.071
Cl6 -4.905 -0.603 4.620  -0.140
Cl7 -2.914 1.275 5.578  -0.131
H36 -5.169 1.669 5.107  0.347
C22 7.527 -5.132 2.778  0.096
Cl8 7.672 -5.503 4.496  -0.127
Cl9 8.801 -5.929 1.855  -0.127
Cl10 5.937 -5.587 2.171  -0.107
H37 7.638 -4.063 2.653  0.268
C23 -0.894 6.250 3.986  0.014
Cl11 0.503 5.310 3.501  -0.057
Cl12 -2.392 5.485 3.450  -0.103
Cl13 -0.921 6.507 5.739  -0.149
H38 -0.830 7.219 3.511  0.294
C24 6.539 2.302 -3.470  0.341
Cl14 8.218 1.820 -3.769  -0.170
Cl15 6.325 4.025 -3.787  -0.137
Cl16 5.427 1.347 -4.434  -0.110
H39 6.313 2.124 -2.425  0.028
C25 -3.309 0.252 9.130  0.227
Cl17 -2.469 1.168 10.380  -0.126
Cl18 -3.817 -1.323 9.741  -0.131
Cl19 -4.686 1.156 8.509  -0.119
H40 -2.622 0.089 8.310  0.149

Its molecular weight is 1225.082 g mol⁻¹. As for the charge: -1. Its frontier orbital gap is 5.6354 eV.


Look up the molecular weight of the third one. 105.121 g mol⁻¹